[1]
The following is a DFT calculation (ωB97M-V with the def2-TZVPD basis set) of a cluster of 2 separate species, BrClINO in total at a distorted geometry.

```
5
Properties=species:S:1:pos:R:3:forces:R:3:mulliken_charge:R:1
N 0.55627 -0.38402 -0.47906 -0.84 1.66 -1.77 0.007
O -0.38298 0.27388 0.10115 0.05 -0.33 0.01 -0.085
Cl -0.16203 0.87377 1.75858 0.16 -0.10 0.37 -0.009
Br 1.39513 -1.74105 0.28847 0.63 -1.18 1.32 0.081
I 0.88855 1.29864 -3.50676 0.00 -0.05 0.08 0.007
```
Positions in Å, forces in eV/Å.

Largest force on an atom in eV/Å: 2.57
Calculated total energy in a.u.: -3461.68404
Energy above the lowest of the compared OMol25 structures with the same formula, charge and spin in kcal/mol: 76.2
HOMO-LUMO gap (alpha / beta) in eV: 8.155 / 6.658
Total charge: 0

***

[2]
The following is a DFT calculation (ωB97M-V with the def2-TZVPD basis set) of the molecule C7H13N at a distorted geometry.

```
21
Properties=species:S:1:pos:R:3:forces:R:3:mulliken_charge:R:1
C -2.24111 2.26691 2.44459 0.91 -0.13 -0.72 -1.243
C -2.07853 1.19411 1.40246 -2.46 -2.64 -0.10 -0.291
C -0.80024 1.04174 0.73208 0.71 0.13 -1.73 -0.301
C -0.53535 -0.02097 -0.05254 0.33 0.59 2.25 -0.294
N 0.75048 -0.42277 -0.33914 2.23 2.48 -1.67 -0.274
C 0.95042 -1.59386 -1.26181 -0.74 0.63 3.52 -0.250
C 3.13344 -2.17890 -2.29004 -0.73 4.14 -0.48 -0.925
C 2.15132 -1.25185 -2.06311 0.63 -1.32 -2.06 -0.113
H -2.23767 3.26440 1.97652 0.02 -0.23 0.49 0.308
H -1.38587 2.11248 3.11626 -0.26 0.60 0.12 0.307
H -3.14901 2.06191 2.97388 -0.53 0.33 0.43 0.354
H -2.87872 1.13729 0.62519 0.10 0.74 0.57 0.308
H -2.25668 0.18678 1.90578 0.07 1.13 -0.12 0.234
H -0.13015 1.88292 0.75482 0.65 0.08 0.27 0.264
H -1.30268 -0.79344 -0.11283 0.19 -0.07 -0.24 0.261
H 1.49659 0.42195 -0.46606 -2.53 -2.77 0.40 0.278
H 1.28797 -2.32454 -0.41998 -0.97 0.02 -2.25 0.190
H -0.12480 -1.76159 -1.67662 2.34 -0.32 -0.01 0.306
H 3.22623 -3.13189 -1.90567 -0.60 -1.85 1.06 0.329
H 4.03233 -1.88931 -2.80906 0.04 0.27 -0.41 0.257
H 2.09204 -0.20134 -2.53470 0.61 -1.82 0.65 0.295
```
Positions in Å, forces in eV/Å.

SMILES: C=CCN/C=C/CC
Largest force on an atom in eV/Å: 4.24
Calculated total energy in a.u.: -329.15097
Energy above the lowest of the compared OMol25 structures with the same formula, charge and spin in kcal/mol: 75.6
HOMO-LUMO gap in eV: 8.295
Total charge: 0

***

[3]
The following is a DFT calculation (ωB97M-V with the def2-TZVPD basis set) of a structure of composition C39H32Cl5HfN4O2P at a distorted geometry.

```
84
Properties=species:S:1:pos:R:3:forces:R:3:mulliken_charge:R:1
Hf -0.35802 -0.21043 1.61025 -0.88 -0.53 1.88 2.189
C 0.91277 1.13225 4.41854 0.25 -1.43 -0.47 -1.103
C 0.71168 -0.32114 4.92527 0.66 -0.10 -0.70 -1.171
C 1.51178 -1.33087 4.08465 -2.64 0.74 -0.87 0.846
C 2.55908 -1.96074 4.61461 3.02 -2.19 0.53 -0.700
C 3.38626 -2.81575 3.82928 -1.57 0.80 -1.34 -0.669
C 2.95438 -3.12403 2.51249 1.01 -0.86 2.60 -1.113
C 1.75163 -2.58246 2.14596 -0.82 -0.21 -1.41 -0.001
N 1.04743 -1.67104 2.83726 1.04 0.87 0.44 0.554
N -0.14031 1.44789 3.35696 1.46 0.68 1.17 0.889
C -1.32204 1.96369 4.07337 -0.55 -1.37 0.14 -1.784
C -2.54130 1.48334 3.38179 -0.89 -1.15 -0.16 0.864
C -3.76584 1.58522 4.01394 -0.28 0.67 -1.26 -1.233
C -4.89000 1.32320 3.23757 -0.99 -0.56 0.33 -0.349
C -4.79672 0.91018 1.90961 1.15 0.35 -0.25 -0.953
C -3.50082 0.74462 1.37179 -1.28 -1.13 1.27 0.181
N -2.40493 0.90745 2.15312 0.13 0.64 -0.05 0.514
C 0.28568 2.59528 2.52620 -0.80 0.86 -0.09 -1.421
C 1.42451 2.26122 1.65649 1.41 -1.43 -1.18 0.464
C 2.10386 3.26352 1.00363 0.99 0.86 -0.73 -0.967
C 3.21635 2.94793 0.19124 -0.42 -0.02 0.49 -0.520
C 3.61144 1.59249 0.07910 -0.14 2.07 -0.60 -0.884
C 2.89948 0.65587 0.76318 -1.15 -0.12 0.72 -0.287
N 1.78660 0.93781 1.50707 0.03 1.25 -0.20 0.328
H 1.91458 1.09052 3.99374 -0.13 0.56 -0.40 0.507
H 0.96727 1.84706 5.24081 -0.57 0.19 -0.19 0.598
H -0.31662 -0.65695 4.91700 -0.35 0.27 0.16 -0.006
H 1.08808 -0.38879 5.93779 -0.02 -0.02 0.24 0.539
H 2.73926 -1.93689 5.67868 0.28 0.55 0.06 0.480
H 4.31964 -3.23472 4.14489 0.14 -0.19 0.66 0.486
H 3.46755 -3.99108 2.04946 -0.54 1.09 -0.39 0.450
H 1.31429 -2.92318 1.20521 -0.10 0.29 0.10 0.277
H -1.37662 3.03469 4.03833 0.35 0.72 0.14 0.425
H -1.32641 1.67985 5.13405 0.06 -0.13 -0.35 0.545
H -3.87336 2.01255 5.00207 0.13 -0.19 0.06 0.512
H -5.87342 1.37106 3.72093 0.36 0.11 -0.32 0.424
H -5.67073 0.68684 1.28866 0.38 0.19 0.37 0.459
H -3.44441 0.23185 0.40345 0.60 0.54 0.38 0.132
H 0.58058 3.45595 3.17102 -0.23 -0.51 -0.31 0.784
H -0.60265 2.94155 1.91276 0.92 -0.41 0.56 0.476
H 1.78166 4.32317 1.09590 0.28 -0.91 0.06 0.474
H 3.76544 3.78795 -0.28402 -0.41 -0.91 0.16 0.460
H 4.38968 1.32409 -0.62405 0.18 -0.15 0.38 0.497
H 3.23997 -0.36157 0.73803 -0.34 -0.50 -0.06 0.373
O -0.80577 0.88522 0.01141 0.64 -0.21 -0.96 -0.874
C -0.15176 0.11290 -0.84505 0.06 -0.01 -1.05 0.745
O 0.40306 -0.93735 -0.42191 -0.11 1.16 1.01 -0.641
C -0.25017 0.51987 -2.25414 -1.49 0.41 1.52 -0.552
P 1.10830 0.18772 -3.41310 0.54 -0.68 -0.47 -0.379
C 0.72507 1.70014 -4.30719 0.12 1.47 -0.34 0.096
C -0.40101 1.92189 -5.12499 0.67 -0.94 0.14 0.039
C -0.42845 2.99155 -5.97129 -0.73 0.26 -0.06 -0.764
C 0.50265 3.98713 -5.89808 0.61 1.06 -1.43 -0.417
C 1.47699 3.92160 -4.95554 1.49 0.37 1.85 -0.463
C 1.59559 2.77970 -4.13075 -0.61 0.55 -1.19 -0.284
C 0.41630 -1.06366 -4.61587 -0.97 0.51 -0.71 0.438
C 0.84095 -0.88856 -5.97106 -0.93 -1.65 1.84 -0.584
C 0.28413 -1.67343 -6.97122 0.50 1.20 -1.00 -0.635
C -0.73349 -2.57111 -6.67994 0.36 -0.58 -0.70 -0.489
C -1.16875 -2.74152 -5.39351 -0.31 -0.28 0.83 -0.490
C -0.62498 -1.96024 -4.34597 -0.08 -0.76 1.41 1.003
H -0.50045 1.62596 -2.14022 0.05 -1.49 -0.86 0.579
H -1.13079 -0.11552 -2.52329 0.17 0.89 -0.32 0.012
H -1.20673 1.21376 -5.16049 -0.09 -0.50 -0.14 0.473
H -1.18613 3.13977 -6.70387 -0.76 -0.33 -0.30 0.424
H 0.49530 4.76600 -6.67872 -0.04 -0.21 0.75 0.366
H 2.18722 4.75885 -4.77624 -0.57 -0.71 -0.38 0.340
H 2.35968 2.78185 -3.38098 0.53 -0.33 0.16 0.410
H 1.66814 -0.24701 -6.06981 0.77 0.87 -0.90 0.504
H 0.59149 -1.48961 -8.02664 -0.13 -0.41 0.97 0.351
H -1.10665 -3.25619 -7.45119 0.04 0.56 0.20 0.355
H -1.92047 -3.54305 -5.27345 0.41 0.71 0.55 0.381
H -0.93559 -2.17788 -3.25112 0.42 0.60 -2.20 -0.698
Cl -2.65102 -1.72222 -1.23016 0.60 0.31 1.03 -0.077
C -1.79223 -2.49462 0.09968 0.12 -2.56 0.66 -0.300
C -1.62130 -2.06534 1.40938 -0.93 0.68 1.13 0.077
C -1.54153 -3.03161 2.49510 0.04 0.70 -1.77 0.482
Cl -1.82434 -2.49113 4.15876 0.22 -0.30 -1.13 -0.127
C -1.28229 -4.35332 2.19280 0.17 -0.26 0.07 0.624
Cl -1.29879 -5.57573 3.39770 0.16 0.09 -0.13 -0.139
C -0.97354 -4.67777 0.84099 -0.72 -0.62 0.16 -0.398
Cl -0.39947 -6.22964 0.34585 -0.03 0.15 0.81 -0.117
C -1.33328 -3.82002 -0.17680 0.29 1.36 -0.06 0.318
Cl -0.91268 -4.19684 -1.77716 -0.21 -0.41 -0.59 -0.152
```
Positions in Å, forces in eV/Å.

Largest force on an atom in eV/Å: 3.77
Calculated total energy in a.u.: -4564.76531
Energy above the lowest of the compared OMol25 structures with the same formula, charge and spin in kcal/mol: 2.0
HOMO-LUMO gap in eV: 6.602
Total charge: +2

***

[4]
The following is a DFT calculation (ωB97M-V with the def2-TZVPD basis set) of a cluster of 12 separate species, C17H58N6O12 in total at a distorted geometry.

```
93
Properties=species:S:1:pos:R:3:forces:R:3:mulliken_charge:R:1
C 2.40081 3.75437 0.99686 -0.78 1.80 -1.60 -0.847
C 1.70456 3.28309 2.21024 -0.07 -2.01 -0.86 0.521
O 2.73256 3.42204 3.14132 -0.28 1.11 2.28 -0.577
H 2.57211 4.84909 1.16112 0.13 -0.88 -0.33 0.297
H 1.85032 3.64810 0.07803 -0.52 0.21 -0.47 0.297
H 3.33144 3.26615 0.80554 0.68 -0.41 0.28 0.199
H 1.32207 2.23613 2.17281 0.59 0.24 -0.22 -0.161
H 0.76721 3.82098 2.35338 0.37 0.77 0.90 -0.034
H 3.10176 2.59178 3.40371 -0.02 -0.76 0.13 0.361
C 1.12580 -3.42241 -0.91095 0.58 -2.01 -1.36 0.714
C 0.36278 -4.76890 -1.23477 2.90 1.72 1.00 -0.609
O 0.06094 -5.23054 0.04787 -0.81 -1.46 0.06 -0.543
H 1.32549 -2.83908 -1.77140 0.28 0.18 -1.07 -0.377
H 2.02524 -3.41174 -0.29396 0.28 -1.08 -0.36 0.525
H 0.55214 -2.79507 -0.35166 -2.29 1.60 1.52 -0.919
H 0.97028 -5.45942 -1.82922 0.33 -0.10 0.29 0.410
H -0.48205 -4.59300 -1.83593 -1.49 0.57 -0.60 0.296
H -0.45984 -6.04762 -0.05041 0.12 0.45 0.47 0.310
C -2.93922 3.50334 0.81082 -1.72 2.21 1.43 -1.089
C -1.98982 4.59572 1.29427 0.16 -1.33 0.16 -0.193
O -0.90697 4.50895 0.44433 1.90 0.90 -1.94 -0.460
H -2.63781 2.48735 0.80918 0.89 -0.76 -0.42 0.049
H -3.32510 3.95116 -0.10490 0.06 -0.82 -0.47 0.416
H -3.80255 3.52252 1.45461 -0.68 -0.12 0.42 0.499
H -1.59554 4.57878 2.30157 -0.53 -0.41 0.71 0.356
H -2.47095 5.56425 1.15608 0.13 0.03 -0.10 0.277
H -0.26206 3.79796 0.59075 -0.55 0.28 0.34 0.088
C -0.65963 -2.40256 -4.05801 1.52 -0.79 -1.65 -1.458
C -1.33308 -1.75424 -2.97212 0.39 0.94 1.16 0.212
O -1.25006 -0.34371 -3.13622 -0.50 -0.34 -1.43 -0.555
H -0.99563 -2.27967 -5.08890 -0.23 0.85 0.20 0.343
H -0.70703 -3.45206 -3.96250 0.15 -1.47 0.48 0.421
H 0.36265 -2.09108 -3.94333 0.78 -0.15 -0.67 0.235
H -0.95534 -2.10249 -1.99186 0.15 0.48 -0.37 -0.076
H -2.31926 -1.99233 -2.96498 -3.19 -0.78 0.09 0.551
H -0.88677 -0.04167 -2.33511 0.78 0.95 1.73 0.359
C 3.51777 0.43113 -2.57071 -2.65 -1.43 0.39 -1.521
C 2.60893 -0.88401 -2.40982 2.77 1.07 0.17 0.711
O 3.44137 -2.01968 -2.64491 -0.13 -0.75 -0.53 -0.611
H 4.05044 0.50163 -3.46612 0.56 -0.31 -1.67 0.513
H 4.20832 0.54157 -1.79911 1.25 -0.56 1.43 0.247
H 2.95837 1.33746 -2.45463 -0.82 0.47 -0.26 0.273
H 1.77402 -0.97966 -3.03087 -1.22 0.71 -1.50 0.082
H 2.18971 -0.95884 -1.43116 0.01 0.27 1.03 -0.096
H 2.90413 -2.73096 -3.05937 0.64 0.78 0.51 0.381
C -0.52553 2.96241 -2.70900 5.07 6.58 4.19 -0.016
O 0.51486 3.74294 -2.27989 -4.11 -3.68 -1.71 -0.719
N -0.54298 2.34519 -3.78745 2.49 -3.02 -7.02 -0.143
N -1.61664 2.88666 -2.00598 -4.15 0.29 2.87 -0.450
H 0.30412 2.52230 -4.39787 -1.57 -0.73 1.04 0.311
H -1.12554 1.51582 -3.94916 0.38 0.51 -0.07 0.288
H -1.66483 3.49054 -1.19747 0.33 0.27 0.12 0.158
H -2.54590 2.46428 -2.23224 1.62 0.53 -0.46 0.234
C 0.18732 0.49222 -0.04250 2.79 -5.53 3.72 -0.354
O 0.38458 -0.54260 0.81376 -0.37 4.15 -2.70 0.479
N 1.14522 1.24267 -0.49689 3.80 0.48 0.74 1.322
N -0.94416 0.66372 -0.60113 -3.28 0.08 -0.72 1.371
H 2.07985 0.94366 -0.12108 -0.93 0.90 -0.65 -0.201
H 1.10264 1.86721 -1.30666 -0.20 -0.09 0.54 -0.447
H -1.65037 0.02862 -0.29693 -1.11 -0.22 0.11 -0.355
H -1.08470 1.53118 -1.10299 -0.72 -0.22 0.22 -0.688
C -2.14846 -3.26188 2.27122 -2.83 -5.18 -0.68 0.390
O -2.76880 -4.45235 1.95764 2.58 5.46 1.35 -0.814
N -2.65136 -2.43955 3.21943 -0.80 0.27 2.29 -0.257
N -1.04945 -2.88627 1.65152 1.35 -0.73 -2.00 0.121
H -3.24815 -2.93696 3.93961 1.06 0.98 -1.50 0.259
H -2.10172 -1.61610 3.59216 -0.70 -1.73 -0.51 0.194
H -0.78741 -3.54841 0.87689 -0.16 0.97 1.38 -0.008
H -0.49583 -2.02420 1.77930 -0.85 -0.58 -0.27 -0.179
C 3.58951 -1.01157 1.00144 0.30 -1.91 -2.12 -0.357
O 3.63279 0.31380 0.50633 1.89 0.82 1.53 -0.528
H 4.17447 -1.31731 1.87651 0.03 0.74 -0.09 0.480
H 3.85738 -1.66877 0.13780 0.42 0.13 0.69 0.312
H 2.57140 -1.25828 1.11440 -1.28 -0.08 0.70 -0.183
H 4.54118 0.62885 0.71937 -1.07 0.09 -0.53 0.303
C -2.22482 0.65118 3.11267 -1.53 0.07 -0.08 -0.454
O -1.77723 0.05553 4.31530 -0.53 -1.19 -0.31 -0.672
H -3.00403 0.06145 2.55983 1.29 -0.34 0.58 0.230
H -1.38725 0.89810 2.48802 0.24 0.25 -0.58 0.039
H -2.84762 1.47596 3.39856 0.09 1.25 -0.10 0.471
H -1.22646 0.67894 4.76846 0.46 0.39 0.34 0.330
C 1.56219 -0.82745 3.71461 -0.24 -2.34 -0.45 -0.105
O 2.28230 -1.81612 4.48990 -0.97 0.34 -0.67 -0.587
H 0.74938 -1.38809 3.19253 0.69 0.91 0.44 -0.017
H 2.18850 -0.30173 3.01796 0.29 -0.11 -0.62 -0.128
H 1.21265 -0.10225 4.37304 -1.21 1.29 1.20 0.370
H 3.15690 -1.48073 4.46738 1.48 0.02 0.38 0.339
C -4.08248 -0.81172 -1.39189 -1.20 -0.70 0.47 -0.871
O -3.29679 -1.16411 -0.31708 1.97 0.07 1.20 -0.467
H -4.46700 -1.66608 -1.89341 0.79 -1.21 -1.56 0.334
H -3.50495 -0.11532 -1.99498 -0.61 0.06 -0.19 0.304
H -5.05874 -0.57783 -1.02431 -0.71 2.03 0.26 0.323
H -3.65054 -1.84037 0.26370 -0.24 -0.21 -0.10 0.223
```
Positions in Å, forces in eV/Å.

SMILES: NC(N)=O.NC(N)=O.NC(N)=O.CCO.CCO.CCO.CCO.CCO.CO.CO.CO.CO
Largest force on an atom in eV/Å: 9.30
Calculated total energy in a.u.: -1913.72389
Energy above the lowest of the compared OMol25 structures with the same formula, charge and spin in kcal/mol: 45.5
HOMO-LUMO gap in eV: 8.816
Total charge: 0